No. 1
The following is a quantum chemistry calculation of a 3-piece molecular cluster, C5H14O2 overall in a non-equilibrium geometry, from OMol25.

```
21
Properties=species:S:1:pos:R:3:forces:R:3
C -0.66521 2.41927 -0.53972 0.4 0.6 1.1
C -0.04494 1.61006 0.56176 -0.1 -1.4 -0.9
C -0.06699 0.26791 0.56252 -0.3 1.2 1.7
C 0.18754 -0.47327 1.84140 1.1 -3.2 -0.9
C 0.98402 -1.82164 1.52288 0.0 1.7 0.5
H -1.19507 1.76195 -1.21943 0.0 0.1 -0.3
H 0.06956 3.07016 -1.01374 0.0 -0.1 -0.4
H -1.37147 3.10314 -0.05483 -0.2 -0.1 -0.3
H 0.39619 2.06545 1.43916 -0.1 0.4 -0.1
H -0.52381 -0.34574 -0.20756 -0.1 0.2 -0.3
H 0.78649 -0.04008 2.63481 -0.5 0.9 0.0
H -0.76635 -0.88330 2.18107 -0.1 0.6 0.5
H 1.91692 -1.51059 1.04614 -0.1 -0.4 -0.5
H 0.34153 -2.44827 0.91445 0.4 -0.3 -0.2
H 1.30899 -2.30313 2.44384 -0.4 -0.3 0.0
O 1.79509 0.03863 -2.28748 0.1 -0.1 -0.1
H 2.53031 -0.03379 -1.66177 -0.5 0.1 -0.1
H 1.00721 0.26622 -1.77582 0.4 0.0 0.2
O -2.52051 -1.43975 -1.93774 -0.2 0.0 0.3
H -2.19366 -2.34627 -1.88404 0.1 0.3 -0.2
H -1.97585 -0.95697 -2.56591 0.1 -0.3 -0.1
```
Positions in Å, forces in eV/Å.

Output
- energy above the lowest of the compared OMol25 structures with the same formula, charge and spin (kJ/mol) = 93.58
- gap between HOMO and LUMO (eV) = 9.92
- largest force on an atom (eV Å⁻¹) = 3.46
- electronic energy (Ha) = -349.34016
- structure (SMILES) = C/C=C/CC.O.O
- HOMO level (eV) = -9.20

No. 2
The following is a quantum chemistry calculation of a 3-piece molecular cluster, C5H14O2 overall in a non-equilibrium geometry, from OMol25.

```
21
Properties=species:S:1:pos:R:3:forces:R:3
C -0.77012 -0.86437 2.66017 -0.1 0.0 -0.3
C -0.04948 -0.52869 1.36224 -0.1 0.2 -0.4
C -0.94649 -0.87263 0.08986 -1.1 0.9 -0.3
C -1.82650 -2.05015 0.26008 1.5 1.5 -0.6
C -1.25079 -3.26558 -0.03892 -0.4 -1.6 0.0
H -1.07604 -1.91127 2.69563 0.6 -0.3 0.3
H -0.13401 -0.55530 3.48518 -0.2 -0.3 0.3
H -1.74080 -0.36590 2.75407 0.3 0.5 -0.1
H 0.16368 0.53975 1.31149 -0.3 0.1 -0.1
H 0.93614 -0.95175 1.16981 -0.2 -0.7 0.6
H -0.30764 -0.95588 -0.79260 0.3 -0.4 0.2
H -1.56195 0.00891 -0.10991 -0.1 -0.1 0.2
H -2.87404 -1.89813 0.48118 -0.1 -0.3 0.2
H -0.18107 -3.43720 -0.05646 0.1 0.4 0.0
H -1.83982 -4.15132 -0.27200 -0.1 0.2 0.0
H 0.40006 3.69508 -2.13176 0.7 0.6 -0.2
H -1.02969 4.32958 -2.02544 0.5 -0.2 -0.1
O -0.51856 3.50833 -2.01216 -1.2 -0.5 0.3
H 4.71526 2.82452 -3.61497 -0.8 0.0 -0.7
H 4.69477 3.78580 -2.35489 0.2 -0.7 -0.8
O 5.19709 3.11622 -2.86061 0.6 0.7 1.5
```
Positions in Å, forces in eV/Å.

Output
- energy above the lowest of the compared OMol25 structures with the same formula, charge and spin (kJ/mol) = 156.03
- gap between HOMO and LUMO (alpha / beta) (eV) = 8.16 / 4.52
- ⟨S²⟩ = 0.75
- largest force on an atom (eV Å⁻¹) = 2.18
- electronic energy (Ha) = -348.99362
- multiplicity = 2
- net charge = +1
- HOMO level (alpha / beta) (eV) = -13.35 / -13.35

No. 3
The following is a quantum chemistry calculation of a 3-piece molecular cluster, C5H14O3 overall in a non-equilibrium geometry, from OMol25.

```
22
Properties=species:S:1:pos:R:3:forces:R:3
C -2.07326 -1.00489 2.28085 -0.7 -0.4 0.7
C -1.07893 -1.10221 1.13009 0.0 0.6 0.2
C -0.21659 0.14162 1.18425 0.4 -0.7 0.4
C 0.83128 0.28031 2.00082 -1.5 0.3 -0.3
C 1.66986 1.49557 1.96662 2.6 0.5 0.2
O 1.07093 2.75305 1.76970 -0.1 0.4 -0.1
H -2.65698 -1.89963 2.53169 -0.1 -0.1 -0.8
H -2.77659 -0.18107 2.13491 0.1 0.0 0.1
H -1.55501 -0.86079 3.23564 0.2 0.4 -0.3
H -1.52843 -1.10790 0.13118 -0.3 -0.2 0.3
H -0.50348 -2.02078 1.22041 0.3 0.1 0.0
H -0.55296 0.95711 0.55526 0.3 0.1 -0.3
H 0.94563 -0.45904 2.78539 0.6 -0.2 -0.2
H 2.44624 1.37156 1.17852 -0.6 -0.1 -0.1
H 2.36140 1.62871 2.82234 -0.8 -0.4 0.2
H 0.13686 2.67484 1.59922 -0.4 -0.2 0.0
O 2.73512 1.54117 -5.16027 -0.5 0.1 -0.5
H 1.98911 1.78337 -5.73673 0.3 0.0 0.4
H 3.27103 0.98172 -5.73129 0.1 0.0 0.1
O -1.59179 -2.56309 -4.24392 -0.5 0.6 0.1
H -2.12721 -1.78808 -3.95857 0.9 -0.9 -0.1
H -0.79625 -2.62156 -3.69611 -0.4 0.3 0.0
```
Positions in Å, forces in eV/Å.

Output
- energy above the lowest of the compared OMol25 structures with the same formula, charge and spin (kJ/mol) = 107.66
- gap between HOMO and LUMO (eV) = 9.78
- largest force on an atom (eV Å⁻¹) = 2.67
- electronic energy (Ha) = -424.56522
- structure (SMILES) = CC/C=C/CO.O.O
- HOMO level (eV) = -9.29

No. 4
The following is a quantum chemistry calculation of a 2-piece molecular cluster, C5H14S overall, from OMol25.

```
20
Properties=species:S:1:pos:R:3:forces:R:3
C -2.54567 -0.16843 -1.57300 0.1 0.7 0.2
C -1.43428 0.04168 -2.62813 -0.3 -0.5 0.5
C -1.94109 0.51811 -3.98535 0.3 -0.2 0.2
H -2.35589 0.44294 -0.68081 0.1 -0.2 -0.1
H -2.63023 -1.20197 -1.23842 -0.2 0.0 -0.2
H -3.50178 0.21383 -1.93837 -0.1 -0.4 -0.1
H -0.70784 0.73362 -2.21343 0.2 0.2 -0.1
H -0.91706 -0.91351 -2.74904 0.2 0.1 -0.1
H -2.60622 1.37404 -3.86440 0.1 0.1 -0.1
H -1.08870 0.78825 -4.61794 -0.3 0.1 0.0
H -2.48746 -0.28775 -4.47972 -0.1 0.1 0.0
C 2.09843 -0.16947 3.43687 -0.1 0.1 -0.4
S 1.06423 0.40247 2.06753 -0.1 0.1 -0.1
C 1.57096 -0.72815 0.75189 0.3 0.2 0.3
H 1.97691 -1.23239 3.63207 -0.1 0.0 0.0
H 3.14776 0.03776 3.22128 -0.1 0.1 0.2
H 1.74421 0.41000 4.28974 0.3 -0.1 0.1
H 1.25120 -0.33074 -0.20552 -0.2 0.1 0.0
H 1.11526 -1.69638 0.91898 0.1 -0.3 -0.1
H 2.66208 -0.79301 0.72343 -0.1 -0.1 0.0
```
Positions in Å, forces in eV/Å.

Output
- energy above the lowest of the compared OMol25 structures with the same formula, charge and spin (kJ/mol) = 30.50
- gap between HOMO and LUMO (eV) = 9.54
- largest force on an atom (eV Å⁻¹) = 0.76
- electronic energy (Ha) = -597.06569
- structure (SMILES) = CCC.CSC
- HOMO level (eV) = -8.49

No. 5
The following is a quantum chemistry calculation of a 2-piece molecular cluster, C5H14S overall in a non-equilibrium geometry, from OMol25.

```
20
Properties=species:S:1:pos:R:3:forces:R:3
C 1.57697 0.94249 1.11896 -0.2 0.5 0.7
S 1.01623 -0.72298 0.95235 -0.1 0.1 -0.1
C 2.49483 -1.51548 0.38518 -0.1 -0.1 -0.2
H 2.01627 1.27293 0.18258 0.3 0.0 0.0
H 2.26635 0.99739 1.98170 0.1 -0.1 -0.5
H 0.74938 1.60621 1.38076 -0.1 -0.3 -0.2
H 2.25421 -2.51605 0.02985 -0.1 0.0 0.2
H 2.94934 -0.94033 -0.42246 0.0 0.1 0.1
H 3.16465 -1.56170 1.24545 0.2 0.0 0.0
C -1.53345 0.92007 -2.24295 0.6 -0.2 -0.1
C -1.89844 1.10400 -0.79185 -1.0 0.1 0.9
C -2.80534 0.01815 -0.18558 1.3 -0.6 -0.2
H -0.83157 0.09237 -2.33474 0.1 -0.2 0.0
H -1.01766 1.78704 -2.64439 -0.1 0.2 -0.1
H -2.35105 0.65710 -2.90486 -0.4 0.2 0.1
H -2.40130 2.04973 -0.55733 0.0 0.1 -0.6
H -1.01972 1.19232 -0.14778 0.4 -0.2 -0.2
H -2.77990 0.12543 0.89194 -0.6 0.3 0.3
H -3.80503 0.02344 -0.60607 -0.1 0.1 0.2
H -2.37603 -0.98870 -0.32249 -0.2 0.2 -0.4
```
Positions in Å, forces in eV/Å.

Output
- energy above the lowest of the compared OMol25 structures with the same formula, charge and spin (kJ/mol) = 8.78
- gap between HOMO and LUMO (alpha / beta) (eV) = 11.05 / 5.87
- ⟨S²⟩ = 0.75
- largest force on an atom (eV Å⁻¹) = 1.42
- electronic energy (Ha) = -596.75306
- multiplicity = 2
- net charge = +1
- HOMO level (alpha / beta) (eV) = -14.39 / -14.38

No. 6
The following is a quantum chemistry calculation of one molecule with the formula C5H15BN2 in a non-equilibrium geometry, from OMol25.

```
23
Properties=species:S:1:pos:R:3:forces:R:3
C -1.52046 -0.09785 -2.14918 1.6 0.2 -0.3
N -0.73538 -1.09093 -1.47086 1.9 0.5 3.2
B 0.19185 -0.40998 0.06591 -5.0 1.1 -3.7
N 0.95890 -1.21157 0.78239 1.5 -3.9 -1.6
C 1.44484 -2.57520 0.32462 -1.7 1.5 0.1
C -0.32840 1.05360 0.45242 -1.0 0.1 1.5
C -0.43295 1.20033 2.06418 1.9 0.5 -0.1
C 0.58032 2.09657 -0.21921 2.3 0.3 2.6
H -0.86718 0.63672 -2.55768 1.0 0.8 -0.3
H -1.95663 -0.47214 -3.02947 -1.0 -0.9 -1.0
H -2.20812 0.50234 -1.62909 -1.5 0.4 1.2
H -1.31242 -1.92569 -1.32465 0.5 0.4 0.4
H 1.62009 -1.05000 1.46202 0.9 1.8 2.1
H 1.15824 -3.18101 1.14757 0.8 -1.0 1.0
H 0.76088 -2.95423 -0.43010 0.7 0.3 -0.8
H 2.51189 -2.44231 0.10869 -0.5 -0.8 -0.2
H -1.40782 1.12663 0.09794 1.4 0.1 0.1
H 0.60761 1.54397 2.45731 -1.7 -0.2 -0.6
H -0.54380 0.22565 2.54830 -0.3 0.0 -0.2
H -1.23054 1.86908 2.50275 0.9 -0.5 -0.9
H 0.46577 2.07444 -1.23671 -0.3 -0.2 -2.7
H 0.52396 3.15643 0.05468 -0.8 -0.2 0.4
H 1.71935 1.92515 -0.02182 -1.9 -0.2 -0.2
```
Positions in Å, forces in eV/Å.

Output
- energy above the lowest of the compared OMol25 structures with the same formula, charge and spin (kJ/mol) = 151.72
- gap between HOMO and LUMO (eV) = 8.55
- largest force on an atom (eV Å⁻¹) = 6.32
- electronic energy (Ha) = -333.81550
- structure (SMILES) = CNB(NC)C(C)C
- HOMO level (eV) = -7.94

No. 7
The following is a quantum chemistry calculation of an isolated ion of composition C5H15BN3O2 and charge +1 in a non-equilibrium geometry, from OMol25.

```
26
Properties=species:S:1:pos:R:3:forces:R:3
B -0.87275 -1.53946 0.37125 -4.2 2.3 -0.9
C -2.95368 0.19552 -0.03723 1.9 -1.7 -2.5
C 3.10617 1.30151 0.66387 -0.7 1.6 2.9
C 1.83752 0.79798 0.06064 -1.5 0.3 -0.2
C 1.80360 -0.70846 -0.10712 -1.7 2.7 -2.2
C 0.61147 -1.27668 -0.83703 0.3 0.8 -2.3
N -4.12675 0.66514 0.31747 -0.8 0.9 0.3
N -2.54822 0.43135 -1.35083 0.9 -0.3 1.5
N -2.34146 -0.68672 0.72597 4.1 -0.6 -1.3
O 0.18678 -0.41662 -1.93144 1.0 -1.5 2.3
O -0.68836 -2.58684 1.14170 0.7 -2.6 2.4
H 3.91361 0.79724 0.28967 2.3 -1.1 -1.1
H 3.27992 2.36948 0.61514 -0.2 0.3 -1.1
H 3.21535 1.27892 1.78229 -0.6 -1.0 -0.7
H 0.96175 1.05547 0.67691 0.2 0.3 -0.3
H 1.70256 1.22680 -0.96441 0.0 -0.1 0.9
H 2.58396 -0.85639 -0.80500 1.0 -0.6 -1.7
H 2.15544 -1.26796 0.64094 0.5 -2.1 3.6
H 0.82484 -2.29616 -1.25601 -0.8 0.6 0.8
H -4.61625 1.11765 -0.42803 -0.8 0.2 0.3
H -4.58465 0.16539 1.05740 -0.6 0.3 -0.1
H -3.20050 0.90143 -1.93488 -0.3 0.4 -0.3
H -1.59687 0.29953 -1.75801 -1.2 0.0 1.2
H -2.69101 -0.85259 1.66705 0.2 0.3 -0.3
H 0.35336 -0.91078 -2.74718 -0.5 -0.1 -0.1
H -1.28504 -2.97032 1.83141 0.9 0.7 -1.3
```
Positions in Å, forces in eV/Å.

Output
- gap between HOMO and LUMO (alpha / beta) (eV) = 5.31 / 6.54
- ⟨S²⟩ = 2.01
- largest force on an atom (eV Å⁻¹) = 4.86
- electronic energy (Ha) = -538.72298
- multiplicity = 3
- net charge = +1
- HOMO level (alpha / beta) (eV) = -8.10 / -14.06

No. 8
The following is a quantum chemistry calculation of one molecule with the formula C5H15BNOPS in a non-equilibrium geometry, from OMol25.

```
25
Properties=species:S:1:pos:R:3:forces:R:3
C 2.49413 0.03705 0.82002 0.0 0.0 0.0
C 2.19627 -0.82937 -0.40695 0.1 -0.1 0.0
C 1.55796 -0.12678 -1.62075 0.1 0.0 -0.1
N 0.75751 1.06022 -1.26521 -0.5 -0.8 -0.6
B -0.46503 0.82457 -0.57077 -0.4 0.5 0.2
O -1.12821 -0.34889 -0.54589 0.8 -0.5 0.3
C -1.47412 -1.06718 0.64724 -0.3 0.2 0.1
C -2.89789 -1.56190 0.55743 0.0 -0.1 0.0
P -1.23661 2.34641 0.42733 -0.2 -0.1 -0.2
S -3.18440 2.43055 0.60421 0.1 0.0 0.0
H 3.49285 0.47103 0.77082 0.0 0.1 0.0
H 1.78701 0.85826 0.92713 0.0 0.0 0.0
H 2.44621 -0.55830 1.73184 0.1 0.0 0.0
H 3.13783 -1.25486 -0.75997 -0.1 -0.2 0.0
H 1.58101 -1.68417 -0.11797 -0.1 0.1 0.0
H 2.33905 0.19700 -2.30919 0.0 0.1 0.1
H 0.95008 -0.85977 -2.15752 0.0 0.0 0.0
H 0.64964 1.65445 -2.07830 0.3 0.5 0.4
H -1.34236 -0.42265 1.52235 0.0 0.0 0.0
H -0.76715 -1.89263 0.74967 0.0 0.0 -0.1
H -3.60232 -0.74955 0.72548 0.0 0.0 -0.1
H -3.07865 -1.98773 -0.42945 0.0 0.0 0.0
H -3.07072 -2.33940 1.30316 0.0 0.0 0.0
H -0.51988 2.33877 1.64432 0.1 0.0 0.0
H -0.62221 3.46487 -0.16902 0.1 0.1 0.0
```
Positions in Å, forces in eV/Å.

Output
- gap between HOMO and LUMO (eV) = 8.73
- largest force on an atom (eV Å⁻¹) = 1.08
- electronic energy (Ha) = -1093.94560
- structure (SMILES) = CCCNB(OCC)[PH2]=S
- HOMO level (eV) = -8.23